[1]
A structure of composition C30H63AlBCl12N2O5, computed with the ωB97M-V functional and the def2-TZVPD basis.

Last column: Mulliken charge in e.
Geometry (Å):
C  5.8513  -0.8758  1.3686  -0.9384
C  4.9673  -0.7909  0.3474  -0.9493
C  3.6770  -0.0265  0.4564  2.5890
C  3.9675  1.4438  0.8986  -1.7983
C  2.8729  2.1840  1.6852  -0.3458
C  1.7824  2.7684  0.7438  1.0529
C  1.4026  4.2074  1.2249  -0.5495
O  0.9130  4.9569  0.1093  -0.5282
C  -0.4812  4.8551  -0.0828  -0.0923
O  3.1982  0.1343  -0.8943  -0.6477
Al  1.4695  -0.4295  -0.9585  -1.3441
C  0.0472  0.7244  -1.7910  -0.7541
C  -1.1463  1.0194  -0.8487  0.4599
C  -1.6672  -0.2003  -0.0601  0.8378
C  -3.0681  -0.6977  -0.4999  -1.2044
C  -4.1230  -0.5770  0.6028  -0.8521
C  -3.6984  -1.2093  1.9322  -0.7150
O  -3.4806  -0.1570  2.9034  -0.2394
C  -4.4742  -0.1378  3.9028  -0.8460
N  1.4814  -2.1269  -1.8022  -0.0981
C  0.3440  -2.4155  -2.6838  0.3083
C  0.5993  -2.0050  -4.1342  -1.1820
O  1.2947  -0.4281  0.8718  0.4328
C  2.5996  -0.8692  1.2040  -0.5425
B  2.8326  -1.3219  2.7036  0.9305
N  2.1753  -0.6873  3.8273  -0.4841
O  3.7163  -2.3919  2.9402  -0.6082
H  6.1683  -1.8361  1.7679  0.1924
H  6.2566  0.0028  1.8617  0.2649
H  5.2365  -1.2723  -0.5908  0.4688
H  4.9163  1.5292  1.4359  0.3637
H  4.1019  2.0142  -0.0154  0.4016
H  2.4150  1.5985  2.4821  -0.2894
H  3.3415  3.0439  2.1769  0.8017
H  2.1820  2.7433  -0.2681  0.5276
H  0.8764  2.1477  0.7772  -1.2903
H  2.2704  4.7528  1.5961  0.4049
H  0.6681  4.1449  2.0492  0.2336
H  -0.9978  4.2989  0.6969  -0.3044
H  -0.8934  5.8671  -0.1115  0.3293
H  -0.7106  4.3515  -1.0269  0.2911
H  0.5123  1.6923  -2.0232  0.5875
H  -0.3523  0.3625  -2.7414  0.2687
H  -1.9793  1.3611  -1.4784  0.7153
H  -0.9482  1.8586  -0.1879  -0.9267
H  -0.9983  -1.0598  -0.1025  0.3175
H  -1.7142  0.0955  0.9888  -0.5464
H  -3.3695  -0.2086  -1.4261  0.5442
H  -2.9865  -1.7623  -0.7391  0.2432
H  -5.0032  -1.1355  0.2576  0.3459
H  -4.4661  0.4477  0.7301  0.3591
H  -4.4587  -1.8783  2.3362  0.7064
H  -2.7401  -1.7224  1.8568  0.2938
H  -4.2796  -0.9415  4.6307  0.3466
H  -5.4783  -0.2770  3.4906  0.3087
H  -4.4356  0.7974  4.4602  0.1791
H  1.6069  -2.8892  -1.1456  0.2467
H  -0.6150  -2.0260  -2.3152  -0.2856
H  0.2144  -3.5045  -2.6938  0.4020
H  0.0581  -1.1082  -4.4430  0.4120
H  1.6525  -1.8830  -4.3405  0.2495
H  0.2432  -2.8085  -4.7848  0.1514
H  2.6730  -1.8442  0.6568  -0.5142
H  2.5641  -0.9917  4.7129  0.1443
H  1.1804  -0.8767  3.7679  0.2361
H  3.3188  -3.2072  2.6049  0.2530
Cl  -2.1510  -4.6913  -3.7528  -0.1448
C  -1.5916  -6.3775  -3.7188  -0.5442
C  -0.5216  -6.6363  -4.7488  -0.0154
Cl  -1.1534  -6.5676  -6.4172  -0.2038
H  -2.4543  -7.0245  -3.8620  0.4153
H  -1.1862  -6.5582  -2.7239  0.2863
H  -0.1092  -7.6347  -4.6082  0.3515
H  0.2875  -5.9128  -4.6648  -0.1240
Cl  2.5903  -4.1835  -4.6963  -0.1555
C  2.3295  -4.7018  -6.3767  -0.5703
C  3.4184  -4.2108  -7.2982  -0.4824
Cl  3.3634  -2.4427  -7.5217  -0.2041
H  1.3492  -4.3457  -6.6916  0.2858
H  2.3147  -5.7919  -6.3768  0.4096
H  3.2943  -4.6574  -8.2842  0.4088
H  4.4054  -4.4721  -6.9217  0.2682
Cl  4.9952  -2.1077  -4.1430  -0.0362
C  6.4602  -1.2392  -4.6432  -0.5611
C  6.9507  -1.6920  -5.9955  -0.3410
Cl  7.5868  -3.3613  -5.9657  -0.2151
H  7.2166  -1.3800  -3.8740  0.3272
H  6.2055  -0.1807  -4.6843  0.2715
H  7.7661  -1.0499  -6.3269  0.3530
H  6.1561  -1.6518  -6.7367  0.1972
Cl  -3.0994  5.2318  2.0828  -0.1321
C  -2.9942  6.3874  3.4312  -0.3943
C  -2.5743  7.7600  2.9708  -0.4978
Cl  -0.8844  7.7903  2.4110  -0.1593
H  -2.2987  5.9836  4.1647  0.2105
H  -3.9832  6.4380  3.8860  0.3409
H  -2.6487  8.4636  3.7995  0.3370
H  -3.2046  8.1153  2.1589  0.2963
Cl  -7.4926  1.0793  3.2014  -0.1299
C  -8.7736  0.9499  4.4304  -0.5202
C  -8.5541  1.9029  5.5775  -0.4097
Cl  -7.1397  1.4508  6.5629  -0.1788
H  -8.8093  -0.0819  4.7720  0.3120
H  -9.7157  1.1812  3.9351  0.3250
H  -9.4198  1.8879  6.2382  0.3017
H  -8.4069  2.9207  5.2249  0.3087
Cl  -0.7456  2.2905  2.5839  -0.0085
C  -0.7096  1.5016  4.1697  -0.2384
C  -1.0535  2.4570  5.2832  -0.5388
Cl  0.2077  3.6965  5.5298  -0.2269
H  0.2782  1.0665  4.3009  -0.1839
H  -1.4427  0.6930  4.1404  0.1815
H  -1.1490  1.9112  6.2215  0.4169
H  -1.9919  2.9711  5.0862  0.2855

The value obtained for the frontier orbital gap is 6.25 eV. The energy relative to the best compared isomer or geometry (same formula, charge and spin) is 30.6 kcal/mol. The charge is -1. Its HOMO energy is -4.5 eV. The calculation puts the total energy at -202895.674 eV.



[2]
A cluster of 3 separate species, C30H63BClFNO8P2 in total, computed with the ωB97M-V functional and the def2-TZVPD basis.

Last column: Mulliken charge in e.
Geometry (Å):
C  -2.3979  -2.5989  -2.8848  -0.3729
C  -2.8040  -3.7048  -1.7287  0.0993
F  -3.4213  -4.8757  -2.4274  -0.4095
B  -1.4889  -4.1571  -0.7974  0.4710
Cl  -2.0259  -5.4402  0.4369  -0.4602
C  -0.8667  -2.8825  0.0785  -0.4999
C  0.7652  -2.7520  -0.0120  -0.2369
C  1.4772  -2.5880  1.4705  -0.1992
C  1.9232  -4.0106  2.1564  -0.7650
C  2.8472  -4.9757  1.1948  -0.6648
C  4.1424  -4.1870  0.5637  0.1317
C  5.3510  -5.2318  0.1610  -0.8272
C  6.3292  -4.7110  -1.0499  -0.3326
C  7.2927  -3.4416  -0.6688  -0.7004
C  6.5718  -1.9713  -0.7394  0.0944
C  6.8628  -1.1173  -2.1093  -0.7158
C  5.4968  -0.3335  -2.6689  -0.6180
N  4.5434  -1.2446  -3.4097  0.2469
C  4.9270  -2.6368  -3.8749  -0.1010
C  3.7930  -3.5575  -4.6286  -0.6071
C  2.5633  -2.4679  -4.6162  -0.3520
C  3.1075  -1.0791  -3.8600  -0.4139
H  -3.0446  -1.6293  -2.6907  -0.0515
H  -2.6164  -3.0887  -3.9346  0.2641
H  -1.2378  -2.3941  -2.8371  0.0435
H  -3.6255  -3.2283  -1.0404  0.1160
H  -0.6856  -4.5864  -1.5657  -0.2516
H  -1.2155  -3.0326  1.2029  0.1036
H  -1.3904  -1.9046  -0.3193  -0.1033
H  1.1910  -3.6558  -0.6326  0.1699
H  1.0005  -1.7473  -0.6055  0.1272
H  0.7663  -2.0444  2.2305  0.0416
H  2.4318  -1.9017  1.3066  0.2392
H  2.4665  -3.7605  3.1755  0.3339
H  0.9525  -4.6462  2.4251  0.2636
H  3.2816  -5.8512  1.8767  0.3511
H  2.2437  -5.4691  0.3133  0.2724
H  3.7708  -3.5520  -0.3715  -0.0395
H  4.5877  -3.3859  1.3216  0.2531
H  5.9563  -5.6184  1.1146  0.2678
H  4.8047  -6.2077  -0.2567  0.2967
H  5.6670  -4.5687  -2.0040  0.0814
H  7.0606  -5.6221  -1.2942  0.3031
H  8.2156  -3.4540  -1.4088  0.2986
H  7.7029  -3.5837  0.4193  0.3120
H  5.4157  -1.9715  -0.5584  -0.1140
H  7.0391  -1.3308  0.1532  0.2877
H  7.6204  -0.2324  -1.8475  0.3160
H  7.4022  -1.7431  -2.9520  0.2961
H  4.9635  0.0757  -1.6823  0.3027
H  5.7505  0.6234  -3.3049  0.3196
H  5.9630  -3.2096  -3.7380  0.2870
H  3.8630  -4.6568  -5.0356  0.2873
H  1.5153  -2.7046  -5.0798  0.2792
H  2.4673  -0.1008  -3.7074  0.3062
O  0.6741  1.7915  5.2564  -0.7149
P  -0.1222  2.8663  4.4767  1.0550
O  0.1979  2.2236  2.9837  -0.4431
C  -0.4305  1.0089  2.6165  -0.2364
C  -1.9210  1.1873  2.4101  -0.7206
O  1.0969  4.0011  4.4776  -0.3359
C  2.1106  3.9660  5.4709  -0.3332
C  3.3020  3.1469  5.0012  -1.0385
O  -1.0119  4.0672  3.6054  -0.1899
C  -2.3322  4.3231  4.0571  -0.0755
C  -2.4182  4.5466  5.5551  -1.3275
H  -0.2311  0.2366  3.3654  0.2234
H  0.0252  0.6828  1.6764  0.2757
H  -2.4221  1.3477  3.3692  0.2186
H  -2.3610  0.2992  1.9476  0.4431
H  -2.1305  2.0567  1.7779  -0.0240
H  1.7116  3.5959  6.4208  0.3130
H  2.4357  4.9960  5.6491  0.3496
H  3.0052  2.1714  4.5924  0.2792
H  4.0020  2.9786  5.8231  0.3483
H  3.8311  3.6690  4.1958  0.2761
H  -2.9846  3.4999  3.7561  0.2376
H  -2.6817  5.2204  3.5380  0.3253
H  -2.1404  3.6434  6.1073  0.3793
H  -3.4390  4.8147  5.8430  0.3940
H  -1.7376  5.3432  5.8700  0.3220
O  -4.8032  2.3877  -0.8567  -0.6365
P  -5.6645  3.4086  -1.6396  0.9993
O  -4.8665  3.1946  -3.0755  -0.3980
C  -5.0548  1.9836  -3.7850  -0.3566
C  -6.4565  1.8756  -4.3503  -1.0092
O  -4.8200  4.7521  -1.1336  -0.3685
C  -4.0766  4.7203  0.0754  -0.3544
C  -2.6380  4.3026  -0.1835  -0.8261
O  -6.6268  4.5494  -2.5145  -0.2420
C  -8.0334  4.4075  -2.3965  -0.1609
C  -8.5017  4.2725  -0.9599  -1.1627
H  -4.8273  1.1277  -3.1425  0.3146
H  -4.3344  1.9786  -4.6090  0.3545
H  -7.1797  1.7089  -3.5467  0.1929
H  -6.5333  1.0370  -5.0482  0.4581
H  -6.7447  2.7959  -4.8691  0.2342
H  -4.5615  4.0732  0.8133  0.2702
H  -4.0828  5.7314  0.4950  0.3853
H  -2.5690  3.4002  -0.8061  0.2664
H  -2.1162  4.1137  0.7578  0.0835
H  -2.1027  5.0907  -0.7252  0.3418
H  -8.3623  3.5492  -2.9873  0.2045
H  -8.4853  5.2993  -2.8408  0.3399
H  -8.1229  3.3522  -0.5043  0.3749
H  -9.5944  4.2430  -0.9158  0.3860
H  -8.1424  5.1085  -0.3526  0.2809

The value obtained for the frontier orbital gap is 4.64 eV. The charge is -1. Its HOMO energy is -4.9 eV. The calculation puts the total energy at -84484.557 eV.



Q: The lowest frontier orbital gap belongs to which entry?
A: C30H63BClFNO8P2



Q: Among the records above, which one has the lowest frontier orbital gap?
A: C30H63BClFNO8P2